23
Properties=species:S:1:pos:R:3:mulliken_charge:R:1 method="wB97M-V/def2-TZVPD" lumo_ev=0.723 homo_ev=-7.3722 e_tot_ha=-483.9533 relative_energy_kj_mol=0.0 orbital_gap_ev=8.10 total_charge=0
H -1.5213 -0.9537 -1.6600 0.341
C -0.7481 -1.1154 2.6339 -0.267
C 0.6967 1.0478 -3.1821 -0.360
B -0.6378 -0.0186 0.8036 -0.172
N 0.1316 -0.9706 1.6114 0.138
H 1.7792 -1.8825 2.5912 0.314
C -0.7231 -0.2237 -1.7559 -0.576
H 2.0060 2.4100 -2.2762 0.357
C -1.8863 -0.3539 2.5108 -0.501
H -2.6880 -0.3467 3.2476 0.360
H 2.2297 -0.4061 1.7189 0.273
H -0.5867 -1.8046 3.4487 0.348
C 1.2600 1.6509 -2.0840 -0.492
H 1.7658 -1.8421 0.7725 0.270
H 1.2426 1.8211 0.0050 0.457
C 0.8380 1.3152 -0.8260 -0.438
C 1.5571 -1.2796 1.6849 -0.786
C -0.3146 0.1135 -3.0284 -0.503
C -0.1421 0.3734 -0.6652 0.418
N -1.8564 0.4630 1.4387 -0.101
H -0.7842 -0.3280 -3.9081 0.350
H -2.6549 0.9951 1.1072 0.240
H 1.0368 1.3355 -4.1885 0.331